# 1
Below is a molecular structure, C43H59FN4OPRbS2Si4 in a non-equilibrium geometry, with properties calculated with ωB97M-V with the def2-TZVPD basis set.

```
116
Properties=species:S:1:pos:R:3
Rb 0.07842 0.03569 0.22397
N -2.44196 1.70049 -2.99425
P -2.52484 0.47816 -1.74844
C -3.77682 1.27853 -0.66121
C -3.52005 1.37166 0.70178
C -4.40679 2.02976 1.54283
C -5.56133 2.59216 1.02386
C -5.83170 2.49319 -0.33663
C -4.94207 1.84255 -1.17493
C -3.63525 -0.68464 -2.65014
C -4.61383 -1.39567 -1.95576
C -5.41359 -2.31987 -2.60783
C -5.24740 -2.55629 -3.96569
C -4.23927 -1.89970 -4.65506
C -3.42921 -0.98566 -3.99675
C -1.46081 2.64089 -2.74115
C -0.94335 3.51860 -3.69765
C 0.04418 4.39925 -3.29770
C 0.46922 4.40336 -1.97413
C -0.11763 3.51041 -1.09289
N -1.05733 2.64345 -1.46962
H -2.63193 1.47470 -3.95464
H -2.62258 0.92668 1.10947
H -4.17969 2.11810 2.59790
H -6.25088 3.11501 1.67559
H -6.73516 2.93338 -0.74337
H -5.14783 1.77351 -2.23706
H -4.73863 -1.22317 -0.89312
H -6.16816 -2.86457 -2.05393
H -5.88715 -3.26295 -4.48022
H -4.07400 -2.10936 -5.70535
H -2.60689 -0.52870 -4.53774
H -1.30155 3.48675 -4.71924
H 0.48641 5.07681 -4.01808
H 1.24455 5.07520 -1.63383
H 0.15297 3.49903 -0.03984
C -4.39120 -1.61462 3.74222
Si -2.48886 -1.72720 3.58634
C -1.76342 -0.03644 4.01912
C -2.00191 -2.84326 5.07168
N -1.99166 -2.12302 2.03002
C -2.14979 -3.25853 1.33748
C -2.52534 -4.53080 1.85691
C -2.66225 -5.65819 1.06679
C -2.44579 -5.60924 -0.30605
C -2.07721 -4.38842 -0.86677
C -1.93112 -3.28865 -0.06223
F -1.57362 -2.11389 -0.65923
H -4.70884 -1.30407 4.74195
H -4.84655 -2.58689 3.53004
H -4.79070 -0.89686 3.02004
H -1.89510 0.19057 5.08098
H -2.23343 0.76940 3.45104
H -0.69134 -0.00800 3.80807
H -2.42388 -2.45962 6.00457
H -0.91410 -2.87994 5.18616
H -2.35431 -3.87058 4.94732
H -2.70154 -4.59352 2.92393
H -2.94315 -6.59808 1.53197
H -2.56424 -6.48885 -0.92551
H -1.89621 -4.28864 -1.93104
S -1.05443 3.61246 2.42558
C 0.47574 3.79183 3.06193
N 1.63102 3.47817 2.54404
C 2.70424 3.79544 3.33383
C 4.04407 3.58593 3.00348
C 5.03681 3.96323 3.89391
C 4.72141 4.54526 5.11907
C 3.39367 4.76256 5.46853
C 2.39840 4.39453 4.57815
S 0.67928 4.56089 4.72782
H 4.27906 3.12785 2.05169
H 6.07757 3.80421 3.63537
H 5.51281 4.83120 5.80247
H 3.13708 5.19977 6.42640
C 1.76379 -2.25244 2.26671
O 1.90844 -1.71679 0.97163
Si 3.32513 -1.09613 0.31607
C 3.99692 0.13995 1.59203
C 4.63529 -2.49132 0.36846
C 2.84275 -0.45026 -1.32168
Si 2.32342 -1.68023 -2.57721
C 1.60962 -3.30740 -1.89337
C 3.69329 -2.24704 -3.79719
C 0.93273 -1.01178 -3.71326
Si 3.82167 0.96765 -1.92391
C 5.71315 0.67649 -2.07189
C 3.29714 1.56813 -3.65763
C 3.69372 2.53778 -0.84875
H 2.44109 -3.09986 2.43201
H 0.73460 -2.59805 2.39165
H 1.97313 -1.50222 3.03950
H 4.20648 -0.36084 2.54088
H 3.28856 0.95014 1.79143
H 4.93165 0.59470 1.25237
H 4.95421 -2.73242 1.38713
H 5.51950 -2.18900 -0.19877
H 4.24633 -3.40565 -0.08982
H 2.04535 -3.54866 -0.92136
H 1.79574 -4.15115 -2.56296
H 0.53031 -3.22480 -1.74829
H 4.51668 -2.71549 -3.24952
H 4.10759 -1.38493 -4.32901
H 3.33134 -2.96123 -4.54275
H 0.18865 -0.47136 -3.11791
H 0.41688 -1.82126 -4.23940
H 1.32557 -0.31868 -4.46216
H 5.91108 -0.22820 -2.65451
H 6.14439 0.52537 -1.07700
H 6.23915 1.51169 -2.54444
H 3.43573 0.78882 -4.41207
H 3.87331 2.44405 -3.96812
H 2.23811 1.84305 -3.65434
H 4.42635 2.51832 -0.03771
H 2.70395 2.62719 -0.39482
H 3.87796 3.44115 -1.43718
```

Results
Frontier orbital gap   0.20401 Ha
Spin multiplicity   1
Energy relative to the best compared isomer or geometry (same formula, charge and spin)   17.7 kcal/mol
Max |F|   1.06 eV/Å
Net charge   -2
E_tot   -119408.395 eV

=====

# 2
Below is a molecular structure, C43H59N8OP2ScSe2Si in a non-equilibrium geometry, with properties calculated with ωB97M-V with the def2-TZVPD basis set.

```
117
Properties=species:S:1:pos:R:3
Sc 3.22748 3.29530 0.92969
C 5.83703 2.05461 5.56174
N 4.92544 2.78078 4.65060
C 4.72480 4.13790 4.83438
C 4.16874 4.66660 3.70010
N 3.87949 3.56062 2.86263
C 4.29761 2.43691 3.45098
P 4.59712 0.78038 2.66118
C 5.45900 1.34132 1.05143
N 5.08500 2.37120 0.25662
C 6.08404 2.42686 -0.77153
C 7.02564 1.47333 -0.53463
N 6.55086 0.68638 0.55298
C 7.36970 -0.41876 1.26424
C 2.89783 0.57414 1.97303
N 2.32743 1.42327 1.13915
C 0.95804 0.94934 0.98816
C 0.80509 -0.10103 1.74385
N 2.05000 -0.51675 2.31402
C 2.28570 -1.93694 2.68525
H 6.85305 1.90341 5.25526
H 5.74070 2.69127 6.45046
H 5.47329 1.09025 5.93079
H 5.16122 4.64279 5.66161
H 3.79030 5.64349 3.63626
H 6.09366 3.15316 -1.60060
H 7.82608 1.21999 -1.22527
H 7.14541 -0.31625 2.31161
H 7.19224 -1.45396 0.82439
H 8.45473 -0.21052 1.07310
H 0.31507 1.42592 0.28015
H -0.05697 -0.66856 1.77670
H 2.40626 -2.52784 1.77907
H 3.25819 -1.98512 3.26791
H 1.48858 -2.40369 3.22986
C -2.74180 1.87688 5.97020
Se -3.59308 1.30763 4.31993
C -4.38919 -0.45329 4.81344
C -5.88275 -0.30870 4.79426
Se -6.90578 -1.85470 5.57638
C -5.83808 -3.52584 5.27152
H -1.84828 2.48391 5.95123
H -2.52023 1.04254 6.63753
H -3.49329 2.48046 6.48544
H -3.92674 -0.74982 5.78419
H -4.00503 -1.12483 4.04168
H -6.23338 -0.24471 3.76899
H -6.09862 0.59573 5.42919
H -6.11905 -4.36706 5.90640
H -4.71382 -3.31405 5.33941
H -5.99997 -3.88184 4.29459
C -4.92715 -3.34844 -4.19432
Si -4.78333 -1.54272 -3.91109
C -6.42945 -0.62895 -3.84912
C -3.57774 -1.03190 -5.34691
H -4.87709 -3.62066 -5.25346
H -5.84033 -3.69994 -3.77103
H -4.10280 -3.88188 -3.70485
H -6.50778 0.01658 -4.72137
H -6.54228 -0.10678 -2.87564
H -7.28817 -1.37821 -4.00716
H -3.99390 -1.10881 -6.33649
H -2.73351 -1.81249 -5.35002
H -3.19791 0.01037 -5.38382
C 2.31006 -6.92839 -2.19612
P 1.25528 -5.34561 -1.90124
C -0.20324 -6.01239 -0.93993
C -1.32431 -5.28342 -0.98064
C -2.50917 -5.58225 -0.29626
C -2.55665 -6.71438 0.40700
C -1.37610 -7.54017 0.54571
C -0.17569 -7.03559 0.05124
C 0.45683 -4.96950 -3.39531
C -0.37719 -5.90696 -4.06782
C -1.08982 -5.50531 -5.17938
C -0.93933 -4.20332 -5.67016
C 0.00773 -3.31910 -5.13362
C 0.64489 -3.70290 -3.96775
H 2.34814 -7.08278 -3.27702
H 2.02602 -7.86010 -1.67656
H 3.35445 -6.70116 -1.98104
H -1.29966 -4.39545 -1.59106
H -3.38530 -4.96816 -0.43270
H -3.49250 -7.06759 0.80996
H -1.50773 -8.43332 1.16810
H 0.72933 -7.50972 0.49221
H -0.47021 -6.93039 -3.64390
H -1.90026 -6.11480 -5.59139
H -1.50284 -3.95199 -6.57121
H 0.16902 -2.39069 -5.60924
H 1.45343 -3.11887 -3.49611
C -1.17450 7.08233 -2.06678
N 0.16814 6.59571 -2.06524
N 0.43834 5.44519 -1.27047
C 1.74604 5.36912 -1.10016
O 2.38502 4.58683 -0.31602
C 2.39504 6.46787 -1.75228
C 1.36369 7.17287 -2.39850
C 1.32303 8.42305 -3.27564
C -0.57590 4.44963 -1.09388
C -0.81697 4.05606 0.21309
C -1.79018 3.06033 0.48009
C -2.54023 2.56353 -0.55254
C -2.20447 2.93602 -1.86772
C -1.34776 3.95584 -2.19841
H -1.61217 7.12974 -1.03229
H -1.78868 6.33081 -2.59759
H -1.16204 8.10308 -2.48824
H 3.44186 6.78773 -1.84573
H 0.46669 9.01320 -3.00575
H 1.24869 8.15176 -4.30641
H 2.27716 8.93832 -3.18184
H -0.17510 4.47037 1.01755
H -1.92512 2.72370 1.53845
H -3.43731 1.95404 -0.38505
H -2.71012 2.50863 -2.72502
H -1.22568 4.28026 -3.24363
```

Results
Frontier orbital gap (spin up / spin down)   0.18814 / 0.18759 Ha
Spin multiplicity   1
Energy relative to the best compared isomer or geometry (same formula, charge and spin)   18.0 kcal/mol
Max |F|   3.79 eV/Å
Net charge   +2
E_tot   -237348.136 eV